8
Properties=species:S:1:pos:R:3:forces:R:3:mulliken_spin:R:1 method="wB97M-V/def2-TZVPD" e_tot_ev=-17107.7905 s_squared=2.006 homo_lumo_gap_ev="5.397 / 6.643" spin_multiplicity=3 homo_energy_ev="-4.57 / -12.27" fmax_ev_per_a=7.03 relative_energy_kcal_mol=88.4
H -0.351788 -0.220728 -1.234966 0.7 0.0 -2.0 0.074
H 0.237406 1.164952 0.849245 1.5 1.0 0.8 0.251
F 2.646691 -0.932423 -0.881931 -1.7 0.3 1.6 0.112
F 2.429939 -0.085226 1.250190 -0.7 -1.2 -1.2 0.074
F 2.796177 1.121013 -0.433833 -1.1 0.4 -0.4 0.068
Si 0.157568 -0.072939 0.066915 -5.8 -1.2 0.4 0.708
C 2.125387 0.024218 -0.070846 6.9 1.4 -0.1 0.688
H -0.131565 -1.340913 0.634623 0.3 -0.7 1.0 0.024